A molecular structure, C24H27AuIN2OSbSi at a distorted geometry, computed with ωB97M-V with the def2-TZVPD basis set.

## Properties
Relative energy (zero: lowest compared OMol25 entry of this formula, charge and spin)   139.81 kJ/mol
Gap between HOMO and LUMO   7.80 eV

```
! RIJCOSX wB97M-V def2-TZVPD def2/J DEFGRID3
* xyz 0 1
Au 0.064 -0.813 1.264
C 2.068 -0.313 4.411
Sb 0.346 -1.307 3.681
C 0.503 -3.248 4.494
C -1.163 -0.443 4.939
H 2.149 -0.431 5.492
H 1.989 0.742 4.154
H 2.958 -0.713 3.930
H 0.650 -3.171 5.570
H 1.344 -3.774 4.045
H -0.415 -3.804 4.283
H -0.909 -0.574 5.989
H -2.136 -0.897 4.745
H -1.227 0.623 4.708
I 5.718 2.255 -0.278
C 3.802 1.597 -0.034
C 2.634 2.172 -0.530
N 1.584 1.456 -0.161
N 2.040 0.383 0.606
C 3.382 0.493 0.661
H 2.521 3.051 -1.146
H -0.111 0.991 -0.377
H 3.982 -0.224 1.202
O -0.583 0.113 -0.595
C -3.488 4.045 1.682
C -2.148 3.738 1.507
C -1.792 2.562 0.861
C -2.772 1.673 0.402
C -4.116 1.992 0.598
C -4.472 3.176 1.223
Si -2.281 0.087 -0.393
C -2.924 -0.072 -2.128
C -3.262 1.080 -2.840
C -3.647 1.018 -4.175
C -3.681 -0.206 -4.822
C -3.333 -1.363 -4.135
C -2.966 -1.296 -2.803
C -3.224 -1.234 0.637
C -4.403 -1.708 0.036
C -5.297 -2.525 0.712
C -5.052 -2.901 2.023
C -3.914 -2.431 2.654
C -3.024 -1.612 1.973
H -3.770 4.965 2.179
H -1.381 4.414 1.865
H -0.740 2.330 0.713
H -4.891 1.309 0.267
H -5.518 3.420 1.360
H -3.230 2.046 -2.347
H -3.915 1.922 -4.706
H -3.976 -0.261 -5.862
H -3.352 -2.320 -4.641
H -2.708 -2.212 -2.281
H -4.644 -1.432 -0.980
H -6.190 -2.867 0.205
H -5.748 -3.543 2.548
H -3.720 -2.696 3.687
H -2.162 -1.233 2.494
*
```

Let us look at the Mulliken charges, expressed in e, one per atom: 0.3525, -1.2126, 0.7537, -1.1986, -1.2467, 0.4153, 0.3524, 0.3324, 0.3521, 0.3663, 0.3556, 0.4564, 0.3024, 0.3971, 0.0504, -0.4721, -0.4015, -0.3663, -0.1651, -0.6015, 0.4747, 0.4715, 0.4450, -0.9111, -0.4449, -0.8958, -0.4635, 0.5734, 0.1335, -0.7893, 0.5777, 0.1092, -0.3370, -0.7497, -0.4000, -0.6657, 0.0265, 0.4302, -0.1979, -0.8858, -0.6113, -0.3349, 0.8621, 0.3837, 0.4417, 0.4121, 0.4364, 0.3967, 0.3535, 0.4005, 0.3811, 0.3905, 0.4399, 0.3419, 0.3976, 0.3773, 0.3677, -0.7596

A molecular structure, C43H43HfN4O2S at a distorted geometry, computed with ωB97M-V with the def2-TZVPD basis set.

## Properties
Relative energy (zero: lowest compared OMol25 entry of this formula, charge and spin)   51.43 kJ/mol
Gap between HOMO and LUMO   8.47 eV

```
! RIJCOSX wB97M-V def2-TZVPD def2/J DEFGRID3
* xyz 1 1
Hf -0.616 0.518 0.069
O -1.533 -0.888 0.878
C -1.673 -2.258 0.628
C -1.699 -2.555 -0.899
C -0.568 -2.073 -1.765
C 0.014 -2.922 -2.695
C 0.878 -2.405 -3.648
C 1.165 -1.050 -3.648
C 0.619 -0.260 -2.654
C 1.011 1.176 -2.457
C 2.021 1.220 -1.261
O 1.301 0.888 -0.094
C 3.124 0.198 -1.561
C 3.149 -1.036 -0.926
C 4.086 -1.995 -1.285
C 5.006 -1.727 -2.286
C 4.999 -0.486 -2.911
C 4.067 0.473 -2.547
C 2.637 2.606 -1.064
C 3.757 2.730 -0.242
C 4.283 3.976 0.056
C 3.702 5.123 -0.469
C 2.613 5.007 -1.316
C 2.088 3.755 -1.614
N -0.224 -0.769 -1.737
C -3.008 -2.715 1.237
C -3.792 -3.739 0.713
C -4.989 -4.094 1.320
C -5.423 -3.433 2.457
C -4.649 -2.412 2.986
C -3.453 -2.059 2.382
C -0.499 -3.031 1.252
C -0.590 -4.384 1.564
C 0.502 -5.056 2.092
C 1.694 -4.385 2.327
C 1.793 -3.037 2.023
C 0.702 -2.372 1.483
H -1.771 -3.632 -1.027
H -2.614 -2.096 -1.286
H -0.235 -3.974 -2.691
H 1.320 -3.053 -4.393
H 1.826 -0.620 -4.388
H 1.470 1.577 -3.357
H 0.123 1.768 -2.191
H 2.428 -1.255 -0.151
H 4.084 -2.953 -0.780
H 5.732 -2.477 -2.572
H 5.726 -0.263 -3.681
H 4.073 1.443 -3.032
H 4.239 1.836 0.134
H 5.162 4.056 0.684
H 4.112 6.097 -0.239
H 2.170 5.892 -1.756
H 1.258 3.686 -2.306
H -3.493 -4.282 -0.173
H -5.584 -4.891 0.892
H -6.357 -3.712 2.926
H -4.976 -1.884 3.872
H -2.848 -1.264 2.796
H -1.524 -4.911 1.414
H 0.419 -6.109 2.326
H 2.539 -4.910 2.751
H 2.717 -2.502 2.207
H 0.768 -1.314 1.253
C -1.422 3.825 -0.653
N -1.127 2.971 0.515
C -0.324 3.791 1.436
C -2.408 2.581 1.163
C -3.248 1.778 0.186
C -4.632 1.851 0.211
C -5.379 1.194 -0.758
C -4.730 0.501 -1.768
C -3.343 0.416 -1.769
C -2.561 1.027 -0.787
H -1.990 4.709 -0.341
H -2.004 3.291 -1.397
H -0.488 4.164 -1.097
H -0.822 4.748 1.627
H 0.652 3.989 0.990
H -0.187 3.279 2.382
H -2.953 3.475 1.492
H -2.174 1.992 2.054
H -5.135 2.424 0.983
H -6.459 1.245 -0.736
H -5.305 0.026 -2.553
H -2.868 -0.140 -2.574
N 2.622 0.994 2.526
C 1.579 1.161 3.326
N 1.785 1.585 4.577
S -0.009 0.778 2.858
H 3.534 1.326 2.798
H 2.417 0.889 1.532
H 2.707 1.751 4.944
H 1.005 1.602 5.211
*
```

Let us look at the Mulliken charges, expressed in e, one per atom: -0.4398, 0.4778, 2.1078, -1.5899, -0.1436, -0.8733, -1.1893, -0.5933, -0.1656, -1.4390, 2.2675, 1.5952, -0.1575, 0.5124, -0.9365, -0.8022, -0.8982, -0.2957, -0.2989, -0.3341, -1.2590, -0.5562, -1.0028, -0.2309, 1.4228, -0.7286, -0.0561, -0.9653, -0.5870, -0.9318, -0.2771, 0.0803, -0.3981, -1.0112, -0.9424, -0.8676, -0.2617, 0.9651, 0.5127, 0.5888, 0.4869, 0.6130, 0.9021, 0.5126, -0.4364, 0.5575, 0.4367, 0.4587, 0.4810, 0.6952, 0.4521, 0.4456, 0.4498, 0.5635, 0.3941, 0.4339, 0.4148, 0.4422, 0.3660, 0.5021, 0.4491, 0.4239, 0.5131, 0.6967, -1.0159, 0.0051, -1.0909, -1.8317, 1.1245, -0.8827, -0.7909, -0.8568, -0.7873, 0.8876, 0.4826, 0.3023, 0.1733, 0.4581, 0.1555, 0.3151, 0.7244, 0.2766, 0.4819, 0.4192, 0.4618, 0.4576, -0.2011, 0.8672, -0.4450, -0.4928, 0.2922, -0.4667, 0.1869, 0.2376

2 unconnected molecules or ions with the total composition CH8N3O at a distorted geometry, computed with ωB97M-V with the def2-TZVPD basis set.

## Properties
Relative energy (zero: lowest compared OMol25 entry of this formula, charge and spin)   46.76 kJ/mol
Gap between HOMO and LUMO   12.42 eV

```
! RIJCOSX wB97M-V def2-TZVPD def2/J DEFGRID3
* xyz 1 1
N 0.836 0.766 -0.149
C 0.368 -0.132 0.653
N 1.004 -0.357 1.804
N -0.777 -0.775 0.418
H 1.748 1.131 0.070
H 0.392 1.129 -0.979
H 0.591 -0.952 2.502
H 1.691 0.273 2.147
H -1.261 -0.721 -0.470
H -0.850 -1.731 0.742
H -1.422 0.510 -3.060
H -1.541 1.137 -1.733
O -1.088 0.390 -2.158
*
```

Let us look at the Mulliken charges, expressed in e, one per atom: -0.2368, 0.6819, -0.3731, -0.3879, 0.1992, 0.1979, 0.2235, 0.2157, 0.2725, 0.2689, 0.3162, 0.3585, -0.7367

A molecular structure, C31H47NO3SbSe4Ta at a distorted geometry, computed with ωB97M-V with the def2-TZVPD basis set.

## Properties
Relative energy (zero: lowest compared OMol25 entry of this formula, charge and spin)   723.46 kJ/mol
Gap between HOMO and LUMO   4.91 eV

```
! RIJCOSX wB97M-V def2-TZVPD def2/J DEFGRID3
* xyz 0 1
Ta -1.860 -0.015 -1.121
C 4.456 -2.950 1.400
C 3.989 -3.262 -0.032
C 4.244 -4.749 -0.324
C 4.830 -2.436 -1.009
C 2.496 -2.921 -0.112
C 2.058 -1.697 -0.599
C 0.710 -1.389 -0.526
N 0.056 -0.323 -1.166
C 0.020 0.990 -0.750
C 0.731 1.488 0.353
C 0.735 2.835 0.635
C -0.042 3.684 -0.174
C -0.793 3.260 -1.261
C -0.843 1.865 -1.483
O -1.684 1.271 -2.390
C -1.335 4.327 -2.231
C -2.490 5.138 -1.633
C -1.781 3.764 -3.584
C -0.180 5.310 -2.523
C 1.680 3.384 1.705
C 1.188 3.001 3.104
C 1.814 4.908 1.632
C 3.079 2.788 1.473
C -0.194 -2.241 0.145
O -1.335 -1.630 0.460
C 0.164 -3.575 0.410
C 1.536 -3.842 0.305
C -0.839 -4.698 0.604
C -1.410 -4.990 -0.792
C -1.985 -4.358 1.562
C -0.187 -5.996 1.108
H 5.498 -3.256 1.542
H 3.836 -3.479 2.127
H 4.384 -1.879 1.604
H 5.315 -4.916 -0.459
H 3.727 -5.063 -1.233
H 3.914 -5.383 0.500
H 5.874 -2.751 -0.945
H 4.802 -1.369 -0.783
H 4.495 -2.586 -2.039
H 2.741 -0.997 -1.064
H 1.287 0.766 0.934
H -0.063 4.741 0.052
H -3.420 4.573 -1.587
H -2.675 6.010 -2.266
H -2.254 5.494 -0.628
H -2.670 3.142 -3.508
H -0.992 3.179 -4.057
H -2.028 4.591 -4.254
H 0.014 5.971 -1.677
H -0.446 5.939 -3.375
H 0.744 4.785 -2.763
H 0.235 3.484 3.329
H 1.916 3.318 3.856
H 1.057 1.921 3.201
H 0.887 5.418 1.901
H 2.122 5.235 0.637
H 2.582 5.230 2.338
H 3.117 1.728 1.726
H 3.810 3.303 2.101
H 3.385 2.907 0.433
H 1.869 -4.834 0.572
H -1.863 -4.080 -1.188
H -2.173 -5.766 -0.765
H -0.619 -5.288 -1.485
H -2.549 -3.493 1.217
H -1.605 -4.136 2.562
H -2.678 -5.198 1.613
H 0.540 -6.392 0.396
H -0.974 -6.743 1.226
H 0.308 -5.850 2.072
C -3.283 1.300 2.457
C -2.915 1.895 1.109
C -4.162 2.333 0.354
O -2.190 0.979 0.329
H -3.829 2.039 3.045
H -2.385 0.998 2.994
H -3.915 0.422 2.316
H -2.276 2.765 1.263
H -4.864 1.502 0.262
H -3.895 2.674 -0.646
H -4.654 3.160 0.868
Se -5.185 -5.610 -0.777
Sb -5.222 -3.325 -1.332
Se -2.311 -1.627 -2.690
Se -3.652 -1.387 -0.957
Se -3.540 -3.335 -3.645
*
```

Let us look at the Mulliken charges, expressed in e, one per atom: 1.1555, -1.5311, 2.2869, -1.8972, -1.9379, -0.2789, -0.4484, -0.7018, -0.3392, -0.9507, -0.4437, -0.3565, 0.3040, 0.0198, 1.0116, -1.0126, 1.6788, -1.6560, -1.9437, -1.7032, 1.8962, -1.7115, -2.1782, -1.6952, 1.5390, -0.7202, -1.0959, 0.0069, 2.5552, -1.3389, -1.5425, -2.2080, 0.4348, 0.3293, 0.2476, 0.4771, 0.3706, 0.3388, 0.4751, 0.3188, 0.4043, 0.5017, 0.8354, 0.5115, 0.3089, 0.5122, 0.2209, 0.3208, 0.4138, 0.4904, 0.3416, 0.4909, 0.3486, 0.3556, 0.4572, 0.2980, 0.3429, 0.3965, 0.4789, 0.3833, 0.4749, 0.3432, 0.2414, 0.2067, 0.3741, 0.2439, 0.0162, 0.3843, 0.4536, 0.3665, 0.4843, 0.4063, -1.4625, 0.9350, -1.2625, 0.1224, 0.4134, 0.3515, 0.2758, 0.0384, 0.3063, 0.0789, 0.4264, -0.4426, 0.4580, -0.1188, 0.0784, -0.3616